6
Properties=species:S:1:pos:R:3:forces:R:3:mulliken_charge:R:1 method="wB97M-V/def2-TZVPD" charge=-1 lumo_ev=1.436 fmax_ha_per_bohr=0.069 e_homo_ha=-0.1023
Cs 1.81297 0.15177 2.33538 -1.04 -0.03 -1.21 0.93
S -0.35894 0.00385 -0.51254 -1.62 -2.93 1.23 1.14
O -0.96107 0.06654 0.88310 0.95 1.29 0.45 -0.83
O -1.15597 0.76821 -1.46294 0.12 0.40 -0.23 -0.72
O 1.05245 0.48227 -0.46606 0.94 0.48 0.56 -0.81
O -0.38945 -1.47265 -0.77694 0.65 0.80 -0.80 -0.71